(1)
{"formula": "C19H28N2O6S", "method": "ωB97M-V with the def2-TZVPD basis set", "orbital_gap_ev": 9.22, "multiplicity": 1, "homo_ev": -8.64, "elements": ["C", "O", "C", "C", "C", "C", "S", "O", "O", "N", "C", "C", "C", "C", "C", "O", "N", "C", "C", "C", "C", "C", "O", "C", "C", "C", "O", "C", "H", "H", "H", "H", "H", "H", "H", "H", "H", "H", "H", "H", "H", "H", "H", "H", "H", "H", "H", "H", "H", "H", "H", "H", "H", "H", "H", "H"], "positions_angstrom": [[-3.866, -3.805, -1.532], [-4.249, -2.486, -1.220], [-3.389, -1.708, -0.520], [-2.133, -2.099, -0.083], [-1.329, -1.217, 0.629], [-1.793, 0.047, 0.899], [-0.733, 1.232, 1.713], [0.217, 0.533, 2.531], [-1.537, 2.260, 2.302], [0.137, 1.932, 0.473], [-0.609, 2.738, -0.464], [0.360, 3.602, -1.270], [1.402, 2.729, -1.966], [2.121, 1.865, -0.932], [3.078, 0.860, -1.566], [2.966, 0.453, -2.703], [4.040, 0.442, -0.716], [4.876, -0.706, -0.966], [4.481, -1.866, -0.037], [3.095, -2.449, -0.328], [2.647, -2.913, 1.055], [3.265, -1.846, 1.958], [4.447, -1.398, 1.307], [1.077, 1.047, -0.161], [-3.044, 0.467, 0.476], [-3.859, -0.401, -0.229], [-5.100, -0.110, -0.685], [-5.633, 1.163, -0.399], [-4.706, -4.229, -2.080], [-3.688, -4.396, -0.628], [-2.973, -3.826, -2.164], [-1.767, -3.092, -0.289], [-0.359, -1.514, 0.992], [-1.291, 3.353, 0.124], [-1.194, 2.099, -1.146], [0.861, 4.293, -0.591], [-0.200, 4.183, -2.005], [2.125, 3.351, -2.496], [0.925, 2.076, -2.700], [2.658, 2.504, -0.226], [4.016, 0.734, 0.250], [5.920, -0.437, -0.783], [4.746, -0.995, -2.010], [5.250, -2.651, -0.114], [3.138, -3.253, -1.059], [2.435, -1.665, -0.705], [1.567, -2.967, 1.165], [3.074, -3.891, 1.279], [3.543, -2.230, 2.943], [2.577, -1.000, 2.100], [1.540, 0.464, 0.636], [0.568, 0.364, -0.862], [-3.352, 1.465, 0.738], [-6.633, 1.163, -0.830], [-5.702, 1.336, 0.679], [-5.039, 1.959, -0.857]]}

(2)
{"formula": "C6H12O", "method": "ωB97M-V with the def2-TZVPD basis set", "orbital_gap_ev": 8.90, "multiplicity": 1, "homo_ev": -8.02, "elements": ["C", "C", "C", "O", "C", "C", "C", "H", "H", "H", "H", "H", "H", "H", "H", "H", "H", "H", "H"], "positions_angstrom": [[-2.241, 0.542, 0.131], [-1.136, -0.099, 0.854], [-0.403, -1.421, -0.782], [0.476, -0.479, -1.247], [1.172, -0.164, -0.087], [2.473, 0.433, -0.443], [0.195, 0.507, 0.910], [-3.141, -0.074, 0.044], [-1.908, 0.826, -0.881], [-2.536, 1.487, 0.611], [-1.428, -0.734, 1.690], [-0.116, -2.395, -1.209], [-1.392, -1.275, -1.229], [0.725, -1.397, 0.397], [3.089, -0.285, -0.997], [3.013, 0.736, 0.460], [2.347, 1.316, -1.088], [0.175, 1.557, 0.589], [0.644, 0.468, 1.908]]}

(3)
{"formula": "C17H30O", "method": "ωB97M-V with the def2-TZVPD basis set", "orbital_gap_ev": 8.74, "multiplicity": 1, "homo_ev": -7.85, "elements": ["C", "C", "O", "C", "C", "C", "C", "C", "C", "C", "C", "C", "C", "C", "C", "C", "C", "C", "H", "H", "H", "H", "H", "H", "H", "H", "H", "H", "H", "H", "H", "H", "H", "H", "H", "H", "H", "H", "H", "H", "H", "H", "H", "H", "H", "H", "H", "H"], "positions_angstrom": [[0.614, 1.160, -3.577], [0.653, -0.244, -2.943], [-0.453, -0.332, -2.075], [-0.433, -1.315, -1.015], [-0.333, -2.709, -1.608], [0.734, -1.152, 0.042], [0.840, 0.181, 0.772], [0.513, 0.074, 2.277], [0.373, 1.505, 2.857], [-0.722, 1.535, 3.937], [-1.054, 2.967, 4.314], [-2.000, 0.831, 3.620], [-2.693, 0.803, 2.421], [-2.383, 1.584, 1.225], [-2.420, 1.210, -0.103], [-2.159, 2.312, -1.063], [-2.827, -0.155, -0.624], [-1.836, -1.275, -0.262], [1.468, 1.301, -4.273], [0.725, 1.965, -2.806], [-0.335, 1.309, -4.142], [0.559, -1.022, -3.687], [1.618, -0.374, -2.460], [-1.142, -2.906, -2.314], [0.585, -2.820, -2.154], [-0.370, -3.487, -0.817], [1.696, -1.378, -0.424], [0.627, -1.944, 0.799], [0.189, 0.910, 0.300], [1.858, 0.605, 0.691], [1.296, -0.458, 2.799], [-0.413, -0.538, 2.336], [0.097, 2.216, 2.069], [1.351, 1.770, 3.287], [-0.280, 1.047, 4.830], [-1.905, 3.000, 4.986], [-0.257, 3.418, 4.866], [-1.267, 3.619, 3.466], [-2.406, 0.188, 4.399], [-3.534, 0.098, 2.366], [-2.041, 2.569, 1.520], [-1.494, 2.005, -1.888], [-1.743, 3.228, -0.613], [-3.128, 2.595, -1.553], [-2.948, -0.084, -1.732], [-3.799, -0.394, -0.176], [-2.400, -2.180, -0.474], [-1.703, -1.201, 0.808]]}

(4)
{"formula": "C28H24I2LuN5O", "method": "ωB97M-V with the def2-TZVPD basis set", "charge": 2, "orbital_gap_ev": 7.05, "multiplicity": 1, "homo_ev": -12.71, "elements": ["Lu", "C", "C", "C", "C", "C", "C", "C", "N", "N", "C", "C", "C", "C", "C", "C", "N", "C", "C", "C", "C", "C", "C", "N", "H", "H", "H", "H", "H", "H", "H", "H", "H", "H", "H", "H", "H", "H", "H", "H", "H", "H", "H", "H", "I", "C", "C", "C", "I", "C", "C", "C", "C", "N", "C", "C", "O", "H", "H", "H", "H"], "positions_angstrom": [[0.016, -0.013, 0.187], [0.631, -2.919, 0.389], [-0.753, -3.449, 0.040], [-1.975, -2.634, 0.372], [-3.174, -3.319, 0.215], [-4.381, -2.694, 0.480], [-4.315, -1.355, 0.917], [-3.109, -0.683, 0.893], [-1.921, -1.287, 0.577], [1.184, -1.920, -0.612], [2.565, -1.636, -0.222], [2.973, -0.310, -0.683], [4.034, -0.174, -1.545], [4.336, 1.154, -1.894], [3.707, 2.279, -1.386], [2.727, 2.009, -0.440], [2.288, 0.762, -0.152], [1.091, -2.281, -2.066], [0.117, -1.346, -2.743], [-0.249, -1.532, -4.069], [-1.136, -0.654, -4.676], [-1.650, 0.469, -3.975], [-1.246, 0.618, -2.643], [-0.348, -0.212, -2.050], [0.527, -2.363, 1.342], [1.378, -3.757, 0.520], [-0.811, -3.730, -1.025], [-0.944, -4.391, 0.608], [-3.108, -4.380, -0.001], [-5.266, -3.294, 0.515], [-5.204, -0.888, 1.332], [-3.031, 0.284, 1.334], [2.740, -1.745, 0.897], [3.186, -2.480, -0.630], [4.728, -0.997, -1.624], [5.199, 1.198, -2.586], [3.936, 3.301, -1.634], [2.425, 2.815, 0.238], [2.092, -2.156, -2.545], [0.789, -3.353, -2.221], [0.175, -2.276, -4.724], [-1.564, -0.806, -5.663], [-2.403, 1.181, -4.420], [-1.657, 1.435, -2.030], [-2.110, 4.662, -0.855], [-1.224, 3.939, 0.866], [-1.133, 4.838, 1.987], [-0.804, 4.426, 3.283], [-0.728, 5.747, 4.890], [-0.277, 3.084, 3.408], [0.472, 2.562, 4.489], [0.889, 1.217, 4.507], [0.863, 0.474, 3.340], [0.211, 0.977, 2.274], [-0.418, 2.214, 2.297], [-1.029, 2.552, 1.088], [-1.143, 1.642, 0.065], [-1.518, 5.836, 1.827], [0.627, 3.242, 5.346], [1.410, 0.674, 5.316], [1.313, -0.554, 3.276]]}